Below is C23H31N4OsSi as an isolated structure, with properties calculated with the ωB97M-V functional and the def2-TZVPD basis.

The geometry in XYZ format:
```
60
Properties=species:S:1:pos:R:3:forces:R:3
Os 0.182 -0.481 -0.344 -0.17 -0.92 0.10
C -0.315 1.983 -2.061 0.06 -0.04 0.00
C -0.021 1.065 -3.237 0.04 -0.04 -0.05
C -0.888 -0.155 -3.198 -0.02 0.05 0.14
C -1.630 -0.542 -4.303 0.00 -0.01 -0.02
C -2.515 -1.601 -4.217 0.00 0.02 -0.04
C -2.663 -2.243 -2.995 0.01 -0.01 0.05
C -1.900 -1.825 -1.933 0.03 -0.01 -0.10
N -1.001 -0.814 -2.024 0.26 0.05 -0.11
N 0.455 1.561 -0.841 0.11 0.19 0.07
C -0.082 2.296 0.347 -0.03 0.03 -0.03
C -1.385 1.682 0.783 0.01 -0.07 0.09
C -2.370 2.411 1.411 -0.05 0.00 0.02
C -3.492 1.754 1.902 0.02 0.05 -0.01
C -3.594 0.381 1.740 0.03 -0.05 -0.03
C -2.588 -0.288 1.074 -0.10 -0.04 -0.08
N -1.499 0.342 0.600 0.03 0.14 -0.18
C 1.905 1.891 -1.070 -0.05 -0.03 -0.01
C 2.774 0.675 -1.202 0.09 -0.04 0.08
C 4.123 0.830 -1.468 -0.01 -0.02 -0.02
C 4.924 -0.290 -1.606 0.00 0.01 0.00
C 4.343 -1.544 -1.471 0.00 0.00 0.00
C 2.998 -1.628 -1.197 -0.08 -0.05 -0.14
N 2.208 -0.542 -1.061 -0.16 0.25 -0.23
H -1.378 1.978 -1.815 0.00 -0.03 0.00
H -0.032 3.012 -2.284 -0.01 0.01 0.01
H 1.034 0.777 -3.262 0.00 0.04 -0.01
H -0.209 1.601 -4.166 -0.02 0.00 0.01
H -1.511 0.008 -5.226 -0.01 0.00 0.00
H -3.093 -1.907 -5.079 0.00 0.00 0.00
H -3.358 -3.060 -2.862 0.00 0.00 0.00
H -1.996 -2.314 -0.975 -0.01 -0.01 0.01
H -0.201 3.357 0.120 0.01 0.00 -0.01
H 0.646 2.208 1.158 0.00 0.01 0.00
H -2.258 3.481 1.530 0.01 0.00 0.00
H -4.273 2.308 2.406 0.00 0.00 0.00
H -4.443 -0.171 2.119 0.00 0.00 0.00
H -2.639 -1.357 0.919 0.00 0.00 0.00
H 2.264 2.536 -0.267 -0.01 -0.08 0.06
H 1.990 2.471 -1.989 0.00 0.08 0.03
H 4.537 1.825 -1.571 0.00 0.00 0.00
H 5.980 -0.189 -1.820 0.00 0.00 0.01
H 4.924 -2.449 -1.578 -0.01 0.00 0.00
H 2.509 -2.583 -1.104 -0.01 -0.05 0.00
C 2.909 -3.603 1.967 -0.07 -0.03 -0.04
Si 1.290 -3.940 1.127 0.03 0.03 -0.04
C 1.383 -4.999 -0.397 -0.03 0.07 0.03
C -0.090 -4.462 2.260 0.08 0.03 -0.01
C 0.609 -2.154 0.639 0.64 0.41 -0.04
H 3.205 -4.510 2.502 0.04 0.00 -0.02
H 2.854 -2.802 2.706 -0.02 0.00 0.00
H 3.697 -3.369 1.250 0.03 0.00 0.04
H 1.724 -5.992 -0.092 -0.03 -0.01 0.02
H 2.085 -4.661 -1.160 0.03 0.01 0.00
H 0.406 -5.133 -0.866 0.00 -0.01 0.01
H 0.181 -5.454 2.635 -0.06 -0.01 0.02
H -1.046 -4.557 1.744 -0.01 -0.04 0.01
H -0.211 -3.810 3.126 0.01 0.00 0.01
H 0.461 -1.561 1.568 -0.07 -0.03 0.10
H -0.036 -2.275 -0.310 -0.55 0.17 0.31
```
Forces are in eV/Å.

Highest occupied orbital energy, Eh: -0.6793
Energy relative to the best compared isomer or geometry (same formula, charge and spin), kJ/mol: 102.8
Charge: +3
M, g/mol: 581.8
E, eV: -40633.3124

***

Below is one molecule with the formula C10H12N2OS, with properties calculated with the ωB97M-V functional and the def2-TZVPD basis.

The geometry in XYZ format:
```
26
Properties=species:S:1:pos:R:3:forces:R:3
C 0.753 3.760 0.739 1.08 1.51 -0.61
C -0.127 4.744 0.534 -0.62 -0.55 -1.20
C 0.151 2.458 0.724 -1.14 1.79 1.24
C -1.273 2.513 0.733 -3.10 0.01 -0.44
C 0.923 -0.482 -0.416 1.17 0.39 -1.00
C -0.689 -0.248 1.372 -1.28 -0.95 -1.65
C -0.936 -1.746 1.185 0.00 -0.07 -0.17
C 0.283 -1.742 -0.847 0.43 2.02 -0.38
C 1.291 -2.809 -0.634 1.37 0.21 -1.26
C -0.135 -1.540 -2.316 -2.64 -3.47 1.43
N 0.878 1.447 0.549 1.96 -0.02 0.55
N 0.384 0.219 0.540 0.22 -2.33 -1.14
O -0.885 -2.079 -0.209 -1.62 -0.63 2.08
S -1.829 4.075 0.413 2.25 -1.59 0.82
H 1.841 3.867 0.747 -0.43 0.13 -0.10
H 0.022 5.639 -0.022 0.52 1.08 0.64
H -1.525 0.302 1.043 -1.31 0.52 0.09
H -0.476 -0.029 2.355 0.41 0.62 2.36
H -0.267 -2.287 1.921 -0.38 -0.09 -1.29
H -1.982 -2.013 1.389 0.40 0.35 0.62
H 2.200 -2.582 -1.223 -0.41 -0.38 0.35
H 0.808 -3.686 -0.954 -0.27 -1.53 -0.65
H 1.553 -2.957 0.386 0.26 0.18 0.96
H 0.649 -1.482 -2.962 2.22 0.50 -1.74
H -0.905 -0.819 -2.486 -0.11 0.99 0.24
H -0.707 -2.523 -2.562 1.02 1.32 0.25
```
Forces are in eV/Å.

Highest occupied orbital energy (spin up / spin down), Eh: -0.2960 / -0.2960
Energy relative to the best compared isomer or geometry (same formula, charge and spin), kJ/mol: 704.3
M, g/mol: 208.3
E, eV: -26419.6828

***

Below is a 11-piece molecular cluster, H22O11 overall, with properties calculated with the ωB97M-V functional and the def2-TZVPD basis.

The geometry in XYZ format:
```
33
Properties=species:S:1:pos:R:3:forces:R:3
O 3.154 2.154 0.352 -0.24 -0.23 0.38
H 3.593 2.943 0.687 0.03 -0.07 -0.12
H 2.585 1.858 1.082 0.07 0.20 -0.06
O -3.063 -0.111 1.860 0.02 -0.22 -0.28
H -2.912 -1.037 2.082 0.03 0.11 0.03
H -2.783 -0.023 0.939 -0.08 0.10 0.12
O 2.577 -0.531 -0.353 0.13 -0.14 0.28
H 2.998 0.326 -0.150 0.01 -0.02 -0.30
H 3.085 -1.179 0.148 0.07 0.07 -0.12
O 0.389 -0.697 -3.005 -0.05 -0.26 -0.03
H 1.204 -1.153 -2.768 0.01 0.20 -0.01
H -0.093 -1.321 -3.561 0.06 0.10 0.02
O -0.616 1.375 2.799 0.23 -0.01 0.24
H 0.344 1.254 2.782 -0.51 -0.16 -0.13
H -0.964 0.848 2.064 0.17 0.22 0.29
O -2.868 0.897 -2.620 -0.09 -0.24 0.06
H -2.469 0.808 -3.490 0.05 0.04 0.08
H -2.636 0.076 -2.156 0.03 0.26 -0.28
O 2.085 0.418 2.767 0.58 0.09 0.06
H 2.261 -0.503 2.552 -0.14 0.01 0.00
H 2.646 0.606 3.532 -0.16 0.00 -0.09
O 0.041 -3.271 -0.851 0.13 -0.05 0.15
H 0.153 -2.847 0.010 -0.03 -0.02 -0.11
H 0.913 -3.229 -1.259 -0.10 0.00 -0.01
O -2.195 -1.582 -1.295 -0.05 -0.39 0.32
H -2.900 -1.918 -0.725 -0.02 0.08 -0.18
H -1.611 -2.347 -1.445 0.06 0.28 0.04
O -1.348 2.919 0.131 0.06 -0.26 -0.09
H -0.594 3.506 0.033 -0.01 -0.05 0.01
H -0.965 2.023 0.128 -0.04 0.48 -0.09
O -0.151 0.244 0.078 0.18 -0.80 0.17
H 0.773 -0.080 0.086 -0.41 0.32 -0.20
H -0.634 -0.425 -0.436 0.03 0.39 -0.17
```
Forces are in eV/Å.

Highest occupied orbital energy, Eh: -0.3491
Energy relative to the best compared isomer or geometry (same formula, charge and spin), kJ/mol: 157.7
M, g/mol: 198.2
E, eV: -22879.8799

***

Below is C34H33AsN11S5TeW as an isolated structure, with properties calculated with the ωB97M-V functional and the def2-TZVPD basis.

The geometry in XYZ format:
```
86
Properties=species:S:1:pos:R:3:forces:R:3
W -0.482 -0.443 0.371 0.06 -0.28 0.02
C 1.385 0.028 4.320 0.04 0.01 0.04
C 0.764 -0.541 3.234 -0.08 0.04 0.00
N 0.655 0.129 2.062 0.17 -0.11 0.58
C 1.189 1.363 2.004 0.05 0.14 -0.09
C 1.835 1.888 3.126 0.06 0.09 0.04
N 1.933 1.247 4.276 -0.04 -0.04 -0.10
C 1.049 2.038 0.716 -0.06 -0.42 -0.12
C 1.495 3.291 0.509 -0.01 0.24 -0.12
C 1.385 3.918 -0.778 0.20 0.15 0.29
C 0.886 3.164 -1.775 -0.08 -0.34 -0.15
C 0.475 1.797 -1.595 0.33 0.20 0.39
N 0.450 1.232 -0.290 -0.26 0.35 0.06
C 0.220 1.023 -2.702 0.05 0.11 -0.46
C 0.750 1.327 -4.024 -0.19 0.07 0.20
N 0.715 0.540 -5.034 -0.04 -0.29 -0.05
C 0.050 -0.677 -4.878 0.09 0.17 -0.08
C -0.574 -1.001 -3.743 0.04 0.07 0.10
N -0.447 -0.180 -2.629 0.12 -0.44 0.08
C 1.857 5.308 -0.984 -0.04 -0.10 0.09
C 2.367 5.729 -2.208 0.03 -0.01 -0.04
C 2.825 7.030 -2.338 -0.01 0.05 0.02
N 2.820 7.919 -1.348 0.00 -0.06 0.01
C 2.337 7.513 -0.177 0.01 0.03 -0.04
C 1.845 6.237 0.051 -0.03 0.01 0.03
H 1.439 -0.510 5.258 0.03 -0.01 -0.01
H 0.339 -1.533 3.270 -0.03 0.01 0.01
H 2.285 2.871 3.082 0.01 -0.01 0.01
H 1.945 3.833 1.327 0.02 0.01 -0.03
H 0.760 3.607 -2.752 -0.05 -0.03 0.00
H 1.272 2.266 -4.159 -0.02 0.01 0.03
H 0.030 -1.340 -5.730 -0.01 0.04 -0.03
H -1.182 -1.884 -3.621 0.02 -0.02 0.02
H 2.445 5.052 -3.048 0.00 0.00 0.00
H 3.228 7.371 -3.285 0.00 0.00 0.00
H 2.345 8.243 0.623 -0.03 0.01 0.00
H 1.440 5.989 1.024 0.01 0.01 0.00
S -2.133 -1.313 2.093 0.22 -0.24 0.00
As -4.898 -0.802 1.987 -0.10 0.16 -0.26
S -2.058 0.720 1.862 0.07 0.20 -0.54
S -3.957 1.292 1.246 -0.04 -0.18 0.08
S -5.334 -0.519 3.920 0.03 -0.01 0.20
C -2.796 -2.324 -1.035 0.17 0.12 0.05
C -1.465 -1.723 -1.090 -0.08 -0.12 0.19
N -1.378 -0.358 -1.581 -0.38 0.10 0.13
C -2.606 0.348 -1.857 0.20 -0.09 -0.07
C -3.793 -0.230 -1.720 -0.17 -0.15 -0.08
C -3.901 -1.618 -1.280 -0.06 0.11 -0.16
C -5.033 0.514 -2.011 0.06 -0.05 0.11
C -5.384 1.173 -3.113 0.00 0.02 -0.14
C -4.704 1.299 -4.423 -0.05 -0.03 0.15
C -5.277 2.127 -5.380 -0.04 0.05 -0.01
C -4.660 2.202 -6.616 0.04 -0.01 -0.04
N -3.570 1.499 -6.907 -0.02 0.00 0.07
C -3.105 0.733 -5.925 0.01 0.03 -0.01
N -3.596 0.602 -4.700 0.00 -0.03 -0.05
H -2.840 -3.383 -0.814 0.00 0.02 0.08
H -0.707 -2.368 -1.527 -0.07 0.05 -0.22
H -2.460 1.346 -2.241 0.03 0.03 0.08
H -4.880 -2.077 -1.246 0.00 0.01 0.01
H -5.759 0.501 -1.201 0.00 0.00 0.00
H -6.350 1.666 -3.089 0.01 0.02 0.01
H -6.174 2.692 -5.168 0.00 0.00 -0.01
H -5.053 2.839 -7.400 -0.01 -0.01 0.00
H -2.219 0.149 -6.152 0.01 0.01 0.00
S 0.828 -2.700 0.450 -0.20 0.22 -0.07
C 2.460 -2.659 0.975 -0.08 0.05 0.08
N 3.114 -1.714 1.634 0.01 -0.04 0.13
C 4.534 -2.017 1.807 0.04 0.00 -0.03
C 4.642 -3.442 1.223 -0.03 0.02 0.01
N 3.286 -3.673 0.724 -0.01 -0.08 -0.02
H 2.687 -0.848 1.901 0.01 0.08 -0.08
H 4.810 -1.977 2.859 -0.01 -0.01 0.01
H 5.142 -1.305 1.252 -0.03 0.01 -0.04
H 4.908 -4.181 1.977 -0.01 0.00 0.01
H 5.360 -3.493 0.407 0.01 0.01 0.00
H 2.983 -4.505 0.249 -0.02 0.01 -0.02
C 3.456 -1.971 -3.378 0.05 -0.06 -0.05
Te 3.096 -0.686 -1.725 0.08 0.06 -0.11
C 3.999 0.986 -2.675 0.10 0.06 -0.01
H 3.087 -1.483 -4.277 -0.03 -0.03 0.00
H 2.913 -2.900 -3.217 -0.01 0.00 -0.01
H 4.519 -2.175 -3.467 -0.01 -0.02 -0.02
H 5.070 0.831 -2.764 0.00 0.03 0.00
H 3.808 1.872 -2.070 -0.02 0.00 -0.01
H 3.558 1.108 -3.662 -0.02 0.02 0.01
```
Forces are in eV/Å.

Highest occupied orbital energy (spin up / spin down), Eh: -0.3344 / -0.3349
Charge: +1
M, g/mol: 1142.4
E, eV: -176310.8943